No. 1
CH3N2 | ωB97M-V/def2-TZVPD

Each line ends with the natural charge from an NBO analysis.
Geometry (Å):
1 C -0.99 0.07 -0.12  -0.08
2 N 0.24 0.12 0.10  0.15
3 N 1.37 -0.12 -0.06  -0.09
4 H -1.46 0.94 -0.42  0.28
5 H -1.39 -0.96 0.00  0.30
6 H 2.23 -0.06 0.49  0.45

## Properties
- Structure (SMILES): C=[N+]=N
- DFT total energy: -4054.90654 eV
- Kohn-Sham gap: 10.155 eV
- Net charge: +1
- Energy relative to the best compared isomer or geometry (same formula, charge and spin): 155.6 kJ/mol

No. 2
CH3N2O | ωB97M-V/def2-TZVPD

Each line ends with the natural charge from an NBO analysis.
Geometry (Å):
1 C -0.42 0.68 0.02  -0.06
2 N -0.14 -0.74 0.10  -0.17
3 N 0.89 -0.08 0.05  0.44
4 O 2.02 -0.02 0.07  -0.10
5 H -0.51 1.25 -0.96  0.25
6 H -0.55 1.25 1.00  0.25
7 H -1.28 -2.35 -0.26  0.39

## Properties
- DFT total energy: -6096.06122 eV
- Kohn-Sham gap (spin up / spin down): 6.839 / 10.030 eV
- Net charge: +1
- Energy relative to the best compared isomer or geometry (same formula, charge and spin): 841.5 kJ/mol

No. 3
CH3N2O2 | ωB97M-V/def2-TZVPD

Each line ends with the natural charge from an NBO analysis.
Geometry (Å):
1 C -1.28 -0.18 -0.05  -0.17
2 N -2.39 -0.51 -0.16  0.00
3 N 2.13 0.47 0.15  -0.54
4 O 1.20 -0.22 -0.65  -0.70
5 O -3.60 -0.78 -0.37  -0.61
6 H 1.96 -0.06 0.93  0.32
7 H 0.20 -0.19 -0.26  0.41
8 H 1.78 1.48 0.40  0.29

## Properties
- DFT total energy: -8157.33949 eV
- Kohn-Sham gap: 8.773 eV
- Net charge: -1
- Energy relative to the best compared isomer or geometry (same formula, charge and spin): 403.1 kJ/mol

No. 4
CH3N2O2 | ωB97M-V/def2-TZVPD

Each line ends with the natural charge from an NBO analysis.
Geometry (Å):
1 C 0.43 -0.18 0.61  0.14
2 N -0.65 0.12 1.17  -0.62
3 N 0.34 -0.07 -1.59  0.68
4 O 1.04 -0.88 -1.92  -0.12
5 O -0.42 0.76 -1.86  -0.17
6 H 1.44 -0.24 0.87  0.22
7 H -0.71 0.21 2.13  0.43
8 H -1.47 0.29 0.60  0.44

## Properties
- DFT total energy: -8147.18593 eV
- Kohn-Sham gap (spin up / spin down): 9.295 / 9.292 eV
- Net charge: +1
- Energy relative to the best compared isomer or geometry (same formula, charge and spin): 380.9 kJ/mol

No. 5
CH3N2O2 | ωB97M-V/def2-TZVPD

Each line ends with the natural charge from an NBO analysis.
Geometry (Å):
1 C -0.21 -0.45 0.52  0.20
2 N 0.55 0.70 0.36  -0.15
3 N -0.97 -0.83 -0.38  -0.47
4 O 0.84 1.20 -0.85  0.24
5 O 0.05 1.02 -1.77  0.07
6 H -0.01 -0.92 1.49  0.24
7 H 1.23 0.99 1.07  0.45
8 H -1.46 -1.71 -0.43  0.42

## Properties
- DFT total energy: -8145.36451 eV
- Kohn-Sham gap (spin up / spin down): 7.297 / 7.357 eV
- Net charge: +1
- Energy relative to the best compared isomer or geometry (same formula, charge and spin): 556.6 kJ/mol

No. 6
CH3N2O2S | ωB97M-V/def2-TZVPD

Each line ends with the natural charge from an NBO analysis.
Geometry (Å):
1 C 0.27 -0.13 -0.37  0.02
2 N -0.03 1.17 -0.07  -0.49
3 N 1.20 0.54 0.46  -0.54
4 O -0.82 -0.73 1.68  -1.06
5 O -1.97 -1.14 -0.52  -1.04
6 S -0.80 -1.37 0.33  1.48
7 H 0.80 -0.37 -2.11  -0.08
8 H 0.34 1.85 -0.82  0.34
9 H 1.01 0.18 1.43  0.38

## Properties
- DFT total energy: -18992.00143 eV
- Kohn-Sham gap: 7.656 eV
- Net charge: -1
- Energy relative to the best compared isomer or geometry (same formula, charge and spin): 511.0 kJ/mol

No. 7
CH3N2O2S | ωB97M-V/def2-TZVPD

Each line ends with the natural charge from an NBO analysis.
Geometry (Å):
1 C -0.53 0.17 -0.42  -0.17
2 N 0.36 -0.92 -0.20  -0.49
3 N 0.66 0.49 0.24  -0.49
4 O -1.57 2.09 -1.89  -1.06
5 O 0.62 1.04 -2.57  -1.07
6 S -0.82 0.85 -2.19  1.44
7 H -1.55 0.35 0.15  0.16
8 H -0.12 -1.43 0.58  0.31
9 H 1.47 0.68 -0.40  0.38

## Properties
- DFT total energy: -18994.72761 eV
- Kohn-Sham gap: 7.231 eV
- Net charge: -1
- Energy relative to the best compared isomer or geometry (same formula, charge and spin): 247.9 kJ/mol

No. 8
CH3N2O2S | ωB97M-V/def2-TZVPD

Each line ends with the natural charge from an NBO analysis.
Geometry (Å):
1 C -2.56 1.02 0.07  0.28
2 N -1.67 0.32 0.10  -0.44
3 N 0.61 -1.08 0.08  -0.98
4 O 1.60 1.28 0.11  -0.71
5 O 3.13 -0.68 0.06  -0.70
6 S 1.86 -0.06 0.00  2.36
7 H -3.36 1.70 0.00  0.26
8 H -0.34 -0.59 0.07  0.47
9 H 0.73 -1.91 -0.49  0.46

## Properties
- DFT total energy: -18985.72464 eV
- Kohn-Sham gap: 11.326 eV
- Net charge: +1
- Energy relative to the best compared isomer or geometry (same formula, charge and spin): 177.2 kJ/mol

No. 9
CH3N2OS | ωB97M-V/def2-TZVPD

Each line ends with the natural charge from an NBO analysis.
Geometry (Å):
1 C -0.24 0.30 -0.39  0.22
2 N -1.32 -0.58 0.00  -0.77
3 N -0.14 1.23 0.42  -0.51
4 O -3.57 0.77 -0.48  -0.64
5 S -2.93 -0.28 0.26  1.64
6 H 0.36 0.08 -1.17  0.21
7 H -0.87 -1.30 0.51  0.46
8 H 0.72 1.82 0.33  0.40

## Properties
- DFT total energy: -16938.26044 eV
- Kohn-Sham gap: 8.392 eV
- Net charge: +1
- Energy relative to the best compared isomer or geometry (same formula, charge and spin): 36.4 kJ/mol

No. 10
CH3N2PS | ωB97M-V/def2-TZVPD

Each line ends with the natural charge from an NBO analysis.
Geometry (Å):
1 C 0.97 -1.25 0.36  -0.16
2 N 0.94 -2.39 0.32  -0.22
3 N -0.27 0.82 1.37  -1.12
4 P 0.96 0.52 0.26  1.03
5 S -0.97 0.35 -1.89  -0.51
6 H -0.85 -0.04 1.38  0.42
7 H -0.72 1.70 1.19  0.42
8 H -0.06 0.28 -2.99  0.15

## Properties
- DFT total energy: -24188.14237 eV
- Kohn-Sham gap (spin up / spin down): 7.185 / 7.186 eV
- Energy relative to the best compared isomer or geometry (same formula, charge and spin): 182.8 kJ/mol

No. 11
CH3N3O | ωB97M-V/def2-TZVPD

Each line ends with the natural charge from an NBO analysis.
Geometry (Å):
1 H -0.13 1.65 0.46  0.36
2 N 0.19 0.87 0.02  -0.76
3 C -0.21 -0.27 0.26  0.44
4 O 0.46 -1.33 -0.11  -0.68
5 H -1.11 -0.63 0.83  0.14
6 H 1.19 -0.94 -0.72  0.50
7 N 3.68 0.13 0.38  0.04
8 N 3.07 -0.30 -0.42  -0.03

## Properties
- Structure (SMILES): [H]/N=C/O.N#N
- DFT total energy: -7603.60233 eV
- Kohn-Sham gap: 11.362 eV
- Energy relative to the best compared isomer or geometry (same formula, charge and spin): 0.0 kJ/mol

No. 12
CH3N3O2 | ωB97M-V/def2-TZVPD

Each line ends with the Löwdin spin population.
Geometry (Å):
1 C 0.38 -0.24 0.43  0.47
2 N -0.75 -0.13 -0.47  0.55
3 N 0.18 -0.29 1.69  0.32
4 N -0.55 0.28 -1.68  0.09
5 O 0.27 1.15 -1.81  0.33
6 O -1.30 -0.12 -2.56  0.20
7 H 1.43 -0.26 0.06  0.02
8 H 1.04 -0.24 2.33  0.01
9 H -0.70 -0.16 2.02  0.01

## Properties
- DFT total energy: -9643.03526 eV
- Kohn-Sham gap (spin up / spin down): 6.548 / 7.714 eV
- Multiplicity: 3
- ⟨S²⟩: 2.01
- Energy relative to the best compared isomer or geometry (same formula, charge and spin): 307.5 kJ/mol

no.,maximum force (eV/Å)
1,2.086
2,3.811
3,3.507
4,5.035
5,1.574
6,4.763
7,3.859
8,3.649
9,3.519
10,2.826
11,3.250
12,7.428